{
  "formula": "C13H36AgBrN3O4",
  "method": "the ωB97M-V functional and the def2-TZVPD basis",
  "symbols": ["Ag", "Br", "O", "O", "O", "O", "N", "N", "N", "C", "C", "C", "C", "C", "C", "C", "C", "C", "C", "C", "C", "C", "H", "H", "H", "H", "H", "H", "H", "H", "H", "H", "H", "H", "H", "H", "H", "H", "H", "H", "H", "H", "H", "H", "H", "H", "H", "H", "H", "H", "H", "H", "H", "H", "H", "H", "H", "H"],
  "xyz": [[1.6508, 0.8434, 0.7091], [3.5167, 2.7276, -0.3481], [1.5917, 0.6547, 3.0569], [-3.7473, -1.0189, 1.4519], [-0.3564, 2.4216, 0.5541], [1.2919, -0.6905, -3.0549], [-0.7655, -0.2156, -4.9834], [-0.6371, -0.4954, 0.6755], [2.3582, -1.6536, 1.0971], [2.9041, -1.4480, 2.4825], [0.6511, 0.5979, -3.0766], [1.7660, -0.7324, 3.3952], [0.3618, 0.6587, -4.5963], [1.8245, -1.0198, -1.8029], [4.2913, -0.7230, 2.3969], [-1.7007, -1.0027, -0.1246], [0.7019, 1.4647, 3.9656], [-1.3755, -2.5468, -0.1984], [-5.0433, -0.4853, 1.6954], [-3.1937, -0.5304, 0.2166], [-1.4679, 3.1797, 0.9170], [-0.1118, 2.0247, -5.0174], [0.7582, 2.5256, 3.7217], [-5.3422, -0.5333, 2.7425], [4.5560, -0.4244, 3.4113], [-1.8178, 2.7731, 1.8659], [-0.8580, 2.3174, -4.2786], [1.0270, -1.1273, -1.0677], [-1.6393, -0.7151, -1.1742], [-0.5035, 2.0086, -6.0344], [1.3224, 1.3593, -2.6793], [0.8780, -1.3547, 3.2841], [1.1169, 0.2093, -5.2412], [-1.5333, -2.9454, 0.8037], [-0.3546, 1.2598, 3.7926], [-0.7621, -0.9136, 1.5863], [2.3400, -1.9796, -1.8378], [-0.8280, -0.4266, -5.9691], [3.0137, -2.3853, 3.0279], [-1.4317, 4.2687, 0.9463], [-3.2450, 0.5572, 0.2679], [2.6440, -2.6031, 0.9050], [-5.1668, 0.5350, 1.3324], [0.6081, 2.8304, -4.8743], [1.3563, -1.7607, 1.1669], [-5.7477, -1.0704, 1.1042], [4.2347, 0.1768, 1.7843], [2.5183, -0.2663, -1.4300], [-1.9301, -3.0527, -0.9888], [0.9764, 1.3568, 5.0149], [-3.7934, -0.7709, -0.6612], [2.1412, -0.8421, 4.4127], [-0.2528, 0.6660, -2.4713], [-0.9247, 0.4602, 0.8314], [5.1070, -1.3501, 2.0373], [-2.2642, 2.9573, 0.2066], [-0.4012, -1.0573, -4.5604], [-0.3124, -2.6932, -0.3891]],
  "mulliken_charge": [1.291, -0.798, -0.336, -0.349, -0.797, -0.360, -0.884, 0.700, -0.375, 0.014, -0.423, -0.755, 0.608, -0.573, -1.195, 0.212, -0.844, -1.407, -0.769, -0.795, -0.957, -1.514, 0.286, 0.256, 0.379, 0.196, 0.337, -0.002, 0.043, 0.367, 0.262, 0.341, 0.367, 0.389, 0.272, 0.120, 0.288, 0.231, 0.396, 0.235, 0.307, 0.308, 0.324, 0.360, -0.114, 0.288, 0.124, 0.315, 0.378, 0.304, 0.431, 0.539, 0.066, -0.300, 0.378, 0.198, 0.316, 0.318],
  "gap_ha": 0.2237,
  "total_energy_ha": -3703.031029,
  "e_homo_ev": -3.517,
  "charge": -1,
  "lumo_energy_ev": 2.569
}


{
  "formula": "C36H33Cl10CoN4OSSe",
  "method": "the ωB97M-V functional and the def2-TZVPD basis",
  "symbols": ["Se", "Co", "Cl", "Cl", "Cl", "Cl", "Cl", "Cl", "Cl", "Cl", "Cl", "Cl", "S", "O", "N", "N", "N", "N", "C", "C", "C", "C", "C", "C", "C", "C", "C", "C", "C", "C", "C", "C", "C", "C", "C", "C", "C", "C", "C", "C", "C", "C", "C", "C", "C", "C", "C", "C", "C", "C", "C", "C", "C", "C", "H", "H", "H", "H", "H", "H", "H", "H", "H", "H", "H", "H", "H", "H", "H", "H", "H", "H", "H", "H", "H", "H", "H", "H", "H", "H", "H", "H", "H", "H", "H", "H", "H"],
  "xyz": [[-1.4735, 2.7655, 0.5441], [1.0466, 1.3178, 0.3086], [5.6756, 5.5579, 2.2697], [5.9981, 3.6957, -0.2104], [0.8248, 3.4539, 3.2211], [2.8567, -7.3783, -2.4793], [3.0565, 5.4335, 3.9542], [5.9148, -1.0064, 0.7334], [0.3306, -4.1994, -5.9654], [3.7458, 1.7037, -0.9497], [-1.7560, -3.7767, 1.3426], [3.0816, -0.5779, 1.3622], [-4.6983, -4.2835, 1.4230], [-2.5581, -3.4199, -2.7440], [0.2554, 3.8306, -3.2407], [0.0596, -1.4229, -2.8965], [0.8373, 2.7609, -1.4139], [1.0029, -0.2336, -1.2978], [-2.5683, -2.6239, -1.5651], [-0.3734, -4.3285, -3.3316], [-3.3766, 4.0024, 4.0433], [-4.9718, -3.3151, -0.9286], [-5.6856, -3.8739, 0.0774], [-0.1210, -0.5063, -1.9197], [0.2886, 2.6443, -2.5974], [3.5589, 2.7110, 0.4513], [-3.0110, 5.3362, 4.1531], [-0.3447, 0.2465, 2.9350], [4.4285, 4.4464, 1.8564], [3.2592, 4.3799, 2.6070], [1.1746, 4.0868, -1.2848], [-0.2287, -4.8897, -2.0691], [1.9615, -1.0151, -1.8848], [2.2625, 3.4635, 2.2623], [-1.3408, -0.7772, 3.4988], [4.4364, -1.7358, 1.3715], [-1.6656, 5.1281, 2.1682], [-2.8934, 3.2307, 2.9975], [-0.9245, -1.8920, -3.8540], [0.8196, 4.7631, -2.4090], [-0.1258, -0.0263, 1.4569], [-3.5833, -3.2048, -0.6342], [1.3940, -1.7553, -2.8775], [1.6098, -6.2277, -2.8061], [-2.1536, 5.8943, 3.2144], [-1.4699, -3.3239, -3.6339], [0.7517, -5.8277, -1.7960], [1.4670, -5.7241, -4.0887], [0.9458, 0.1897, 3.7480], [2.3737, 2.5901, 1.1826], [0.4813, -4.7830, -4.3358], [-2.0376, 3.7906, 2.0513], [-3.2973, -3.7025, 0.6012], [4.5766, 3.6049, 0.7580], [-1.5772, -0.5499, 4.5399], [-0.9976, 5.5635, 1.4370], [1.3757, -0.8135, 3.7025], [-1.8752, 6.9376, 3.2955], [-1.0876, -0.0479, 0.9372], [-0.1368, 4.0086, -4.1471], [-1.5935, -2.6037, -1.0728], [-4.0503, 3.5609, 4.7671], [4.1668, -2.5756, 0.7413], [0.7546, 0.4374, 4.7936], [1.8210, -2.4652, -3.5623], [-2.8620, -1.5948, -1.8086], [-0.7852, 1.2400, 3.0566], [1.6483, 4.4651, -0.3976], [-3.3962, 5.9383, 4.9656], [-0.4717, -1.8640, -4.8439], [4.6129, -2.0347, 2.3981], [-6.7432, -4.0721, 0.1224], [-2.2644, -0.7778, 2.9167], [0.9182, 5.7980, -2.6804], [-0.9158, -4.6094, -1.2835], [1.6759, 0.8989, 3.3621], [2.9925, -0.9844, -1.5795], [2.1067, -6.0720, -4.8867], [-1.0727, -0.0550, -1.6886], [-5.4029, -2.9971, -1.8659], [-1.9054, -3.6158, -4.5943], [-0.0842, 1.7369, -3.0366], [0.8374, -6.2544, -0.8068], [0.3568, -1.0025, 1.3291], [-0.9142, -1.7815, 3.4592], [-1.7690, -1.2022, -3.8483], [-3.1793, 2.1915, 2.9003]],
  "mulliken_charge": [-0.210, 1.354, -0.200, -0.198, -0.103, -0.214, -0.197, -0.153, -0.211, -0.161, -0.161, 0.098, -0.207, -0.353, -0.035, 0.576, 0.684, 0.791, 0.168, -0.499, -0.710, -1.075, -0.273, -1.244, -0.776, 1.969, -0.446, 2.235, 0.468, -0.197, -0.599, 0.109, -1.013, 1.500, -1.759, -0.594, -0.163, -0.076, -1.421, -0.689, -1.332, -0.378, -1.093, 0.448, -0.492, -0.225, -1.140, -0.839, -1.658, -3.124, 0.995, -0.258, 0.620, -0.120, 0.430, 0.389, 0.323, 0.385, 0.565, 0.202, 0.142, 0.383, 0.304, 0.384, 0.528, 0.465, -1.014, 0.436, 0.374, 0.705, 0.390, 0.454, 0.386, 0.430, 0.422, 0.232, 0.487, 0.448, 0.706, 0.392, 0.565, 0.447, 0.475, 0.569, 0.325, 0.449, 0.403],
  "gap_ha": [0.2320, 0.2322],
  "total_energy_ha": -10470.076339,
  "relative_energy_kcal_mol": 2.3,
  "e_homo_ev": [-7.148, -7.156],
  "lumo_energy_ev": [-0.836, -0.838]
}


{
  "formula": "C6H9NO",
  "method": "the ωB97M-V functional and the def2-TZVPD basis",
  "symbols": ["O", "N", "C", "C", "C", "C", "C", "C", "H", "H", "H", "H", "H", "H", "H", "H", "H"],
  "xyz": [[0.5371, -0.1600, 1.7960], [1.2812, -0.9630, -0.4938], [-1.2431, -1.1197, 1.2163], [-0.0651, 1.1261, -0.0738], [-0.1504, 1.0130, -1.5771], [1.0304, 0.6040, -0.9600], [-0.4410, -0.0228, 0.7901], [-0.2390, -1.2269, -0.0290], [-2.2659, -1.1602, 0.8642], [1.9890, 0.7883, -1.1056], [-0.0118, 2.1998, 0.2433], [-1.4502, -1.4969, 2.3579], [-0.7620, -1.3164, -0.9576], [-0.7020, 0.1416, -1.9327], [1.6416, -1.0203, 0.6005], [-0.3829, 2.0727, -2.2219], [1.2341, 0.5407, 1.4832]],
  "mulliken_charge": [-0.661, -0.680, -0.724, -0.758, -0.329, -0.371, 1.139, -0.657, 0.266, 0.567, 0.348, 0.226, 0.374, 0.129, 0.454, 0.248, 0.428],
  "gap_ha": 0.3554,
  "total_energy_ha": -363.718169,
  "relative_energy_kcal_mol": 192.1,
  "e_homo_ev": -8.817,
  "smiles": "O[C@]12C[C@@H]1N[C@H]1C[C@H]12",
  "lumo_energy_ev": 0.854
}